Entry 1:
Density functional theory data (ωB97M-V with the def2-TZVPD basis set) for 40 unconnected molecules or ions with the total composition H80O40 in a non-equilibrium geometry.

For the HOMO energy, the calculation gives -10.45 eV. The value obtained for the energy above the lowest of the compared OMol25 structures with the same formula, charge and spin is 1179.5 kJ/mol. For the gap between HOMO and LUMO, the calculation gives 9.355 eV. The value obtained for the molar mass is 720.60 Da. The net charge is 0.

Cartesian coordinates (Å):
H: 0.563 0.637 0.281
H: 1.860 0.229 -0.341
O: 0.913 0.062 -0.434
H: 1.126 -0.799 5.348
H: 2.236 -0.726 6.333
O: 1.651 -1.356 5.960
H: -3.859 -1.711 -4.474
H: -3.149 -1.654 -5.850
O: -3.039 -1.851 -4.912
H: -3.180 -4.495 1.801
H: -4.307 -4.947 1.038
O: -4.078 -4.863 1.962
H: 2.916 6.128 -1.145
H: 1.954 5.484 0.060
O: 2.656 5.378 -0.620
H: 3.156 -3.685 -0.045
O: 3.218 -2.732 -0.172
H: -5.734 1.684 -0.011
O: -4.790 1.573 0.277
H: -3.246 -2.496 5.326
H: -1.973 -3.346 4.890
O: -2.426 -2.899 5.582
H: -0.623 4.792 0.348
H: -0.133 6.189 -0.041
O: 0.164 5.380 0.361
H: 0.817 -2.327 0.866
H: 2.289 -2.079 1.603
O: 1.356 -2.198 1.714
H: -4.535 -0.217 2.652
H: -3.679 -1.481 2.087
O: -4.149 -1.044 2.797
H: -3.118 -4.303 -2.688
O: -3.439 -4.118 -1.858
H: 5.100 -2.624 -0.525
H: 5.864 -2.519 -1.842
O: 5.985 -2.490 -0.880
H: -1.356 4.172 -3.742
H: -0.371 3.247 -3.717
O: -0.409 4.181 -3.936
H: 1.560 -1.922 -3.930
H: 1.831 -1.468 -5.394
O: 1.350 -2.135 -4.877
H: -4.438 2.405 4.707
H: -4.534 0.798 4.349
O: -4.110 1.508 4.851
H: 3.833 0.169 -2.032
H: 4.280 1.307 -3.022
O: 3.544 0.920 -2.553
H: -1.047 -1.174 -1.977
H: -0.372 -1.511 -0.670
O: -0.605 -1.894 -1.524
H: 0.728 1.882 -4.902
O: 1.560 1.704 -4.423
H: -2.285 2.192 -5.057
H: -1.323 2.933 -5.957
O: -1.757 2.104 -5.825
H: 3.822 -3.544 4.362
O: 3.720 -2.652 4.107
H: 3.090 -2.870 -4.969
H: 4.138 -1.891 -4.747
O: 3.893 -2.758 -4.452
H: 0.154 3.223 1.016
H: 0.951 2.821 -0.189
O: 0.275 2.443 0.459
H: 2.818 3.550 4.860
H: 3.616 2.538 4.456
O: 3.778 3.421 4.844
H: 3.649 -0.116 2.093
H: 2.822 -0.313 3.096
O: 2.899 0.384 2.465
H: 1.463 2.576 2.908
H: 2.767 3.253 2.325
O: 1.866 3.396 2.686
H: 0.130 0.240 -6.681
H: -0.372 -0.996 -6.410
O: 0.154 -0.359 -5.909
H: -2.427 0.502 5.688
H: -1.139 -0.317 5.347
O: -1.472 0.536 5.664
H: 1.032 -4.461 -3.653
H: 1.437 -5.305 -2.361
O: 1.176 -4.439 -2.713
H: -0.937 1.319 -0.862
H: -2.418 0.940 -0.546
O: -1.745 0.872 -1.247
H: -0.066 -5.625 3.710
H: 0.376 -4.369 2.791
O: 0.627 -5.026 3.438
H: 0.628 2.885 4.829
O: 0.611 1.983 5.197
H: 3.186 -0.242 -5.639
H: 3.245 0.525 -4.218
O: 3.716 0.267 -5.030
H: 1.201 0.817 -4.178
H: 2.311 -2.319 -0.139
H: 3.215 -1.996 4.610
H: -4.583 2.244 0.931
H: -3.247 -3.678 -1.053
H: -0.347 1.783 5.189
O: -1.801 3.836 0.635
H: -2.545 4.005 1.234
H: -1.844 3.255 -0.119
O: -2.946 2.134 -2.834
H: -2.965 2.483 -1.947
H: -2.737 1.191 -2.770
O: -1.875 -0.542 1.920
H: -1.234 -1.269 1.851
H: -1.663 0.243 1.395
O: 4.030 3.401 0.004
H: 4.292 4.333 -0.052
H: 3.605 3.183 -0.820
O: -2.945 1.769 2.140
H: -3.805 1.418 2.357
H: -2.276 1.126 2.454
O: -5.178 -0.095 -2.131
H: -5.159 0.185 -1.242
H: -4.952 0.666 -2.678
O: 0.184 -4.623 1.090
H: 0.530 -4.616 0.167
H: 0.830 -5.316 1.454

Atomic partial charges in e from the Mulliken method, atoms 1 to 4: number 1, H, carries 0.053; number 2, H, carries 0.018; number 3, O, carries 0.342; number 4, H, carries 0.289



Entry 2:
Density functional theory data (ωB97M-V with the def2-TZVPD basis set) for a molecular structure, C28H25N9O2S5Ti.

For the HOMO energy, the calculation gives -13.69 eV. The value obtained for the energy above the lowest of the compared OMol25 structures with the same formula, charge and spin is 49.1 kJ/mol. For the gap between HOMO and LUMO, the calculation gives 6.658 eV. The value obtained for the molar mass is 727.77 Da. The net charge is +2.

Cartesian coordinates (Å):
Ti: -0.208 0.016 0.797
N: 2.726 -2.995 2.179
C: 1.643 -2.307 1.825
S: 1.724 -0.547 1.931
N: 0.570 -2.938 1.448
N: -0.440 -2.098 1.117
C: -1.616 -2.594 1.022
C: -2.688 -1.689 0.654
C: -4.016 -2.048 0.727
C: -4.980 -1.098 0.417
C: -4.576 0.174 0.057
C: -3.224 0.470 0.021
N: -2.283 -0.444 0.304
H: 3.553 -2.531 2.510
H: 2.684 -4.002 2.203
H: -1.799 -3.634 1.268
H: -4.287 -3.050 1.029
H: -6.031 -1.349 0.465
H: -5.293 0.943 -0.189
H: -2.875 1.456 -0.243
C: 2.497 -0.113 -2.602
C: 2.006 -0.047 -1.319
N: 0.774 -0.495 -1.012
C: 0.028 -1.045 -1.979
C: 0.466 -1.198 -3.278
C: 1.721 -0.695 -3.594
C: -0.389 -1.854 -4.300
C: -0.306 -3.128 -4.668
C: 0.582 -4.157 -4.089
C: 0.771 -5.363 -4.746
C: 1.609 -6.289 -4.145
N: 2.206 -6.052 -2.981
C: 1.953 -4.871 -2.429
N: 1.176 -3.911 -2.914
H: 3.485 0.269 -2.814
H: 2.585 0.376 -0.513
H: -0.953 -1.405 -1.696
H: 2.094 -0.779 -4.606
H: -1.115 -1.215 -4.794
H: -0.948 -3.468 -5.472
H: 0.288 -5.573 -5.691
H: 1.804 -7.250 -4.605
H: 2.433 -4.668 -1.478
O: -2.654 1.869 3.041
S: -1.339 1.327 3.053
O: -1.238 -0.134 2.878
N: -0.367 1.761 1.792
C: 0.748 2.478 2.193
S: 1.982 2.838 1.184
C: 0.721 2.694 3.655
C: 1.633 3.413 4.412
C: 1.449 3.466 5.787
C: 0.379 2.817 6.401
C: -0.544 2.095 5.654
C: -0.335 2.044 4.291
H: 2.462 3.914 3.931
H: 2.149 4.023 6.395
H: 0.263 2.878 7.474
H: -1.383 1.597 6.121
S: -0.725 1.925 -1.447
C: -0.122 3.494 -1.357
N: -0.411 4.391 -0.432
C: 0.372 5.626 -0.439
C: 0.810 5.808 -1.888
S: 0.965 4.114 -2.546
H: -0.993 4.130 0.350
H: 1.232 5.512 0.226
H: -0.236 6.459 -0.095
H: 1.765 6.318 -1.969
H: 0.066 6.338 -2.480

Atomic partial charges in e from the natural (NBO) method, atoms 1 to 4: number 1, Ti, carries 1.500; number 2, N, carries -0.746; number 3, C, carries 0.331; number 4, S, carries -0.087



Entry 3:
Density functional theory data (ωB97M-V with the def2-TZVPD basis set) for 3 unconnected molecules or ions with the total composition C3H8NO2S in a non-equilibrium geometry.

For the HOMO energy, the calculation gives -3.39 eV. The value obtained for the energy above the lowest of the compared OMol25 structures with the same formula, charge and spin is 566.7 kJ/mol. For the gap between HOMO and LUMO, the calculation gives 4.553 eV. The value obtained for the molar mass is 122.17 Da. The net charge is -1.

Cartesian coordinates (Å):
O: 3.882 -0.975 0.223
C: 2.678 -1.086 -0.306
N: 1.614 -0.497 0.246
C: 0.341 -0.441 -0.551
C: -0.835 -0.904 0.340
S: -2.186 0.174 0.741
H: 2.555 -1.872 -1.029
H: -1.037 1.919 1.473
H: 0.271 0.583 -1.008
H: 0.475 -1.047 -1.450
H: -1.267 -1.832 0.009
H: -0.427 -1.316 1.280
H: -2.533 2.025 -1.556
H: -1.792 2.312 -0.364
O: -2.091 2.789 -1.203

Atomic partial charges in e from the natural (NBO) method, atoms 1 to 4: number 1, O, carries -0.783; number 2, C, carries 0.412; number 3, N, carries -0.656; number 4, C, carries -0.266



Entry 4:
Density functional theory data (ωB97M-V with the def2-TZVPD basis set) for a molecular structure, C21H27N6O7Re in a non-equilibrium geometry.

For the HOMO energy (alpha / beta), the calculation gives -2.82 / -5.09 eV. The value obtained for the energy above the lowest of the compared OMol25 structures with the same formula, charge and spin is 342.5 kJ/mol. For the gap between HOMO and LUMO (alpha / beta), the calculation gives 5.508 / 7.655 eV. The value obtained for the molar mass is 661.69 Da. The spin multiplicity is 4. The net charge is -1.

Cartesian coordinates (Å):
Re: -0.521 -0.145 0.249
O: 1.977 -0.365 -3.312
C: 2.764 0.687 -3.026
C: 3.933 0.828 -3.781
C: 4.801 1.874 -3.544
C: 4.524 2.805 -2.545
C: 3.374 2.663 -1.793
C: 2.483 1.612 -2.010
C: 1.270 1.469 -1.159
O: 0.346 0.602 -1.522
N: 1.282 2.098 -0.028
N: 0.129 1.779 0.725
C: -0.649 2.829 0.952
C: -2.056 2.704 1.149
C: -2.790 3.605 1.941
C: -4.159 3.489 2.081
C: -4.838 2.460 1.426
C: -4.146 1.567 0.623
C: -2.763 1.674 0.460
O: -2.120 0.909 -0.402
H: 1.162 -0.302 -2.761
H: 4.127 0.093 -4.552
H: 5.700 1.968 -4.142
H: 5.200 3.630 -2.359
H: 3.134 3.363 -1.004
H: -0.148 3.794 0.991
H: -2.256 4.394 2.459
H: -4.700 4.189 2.706
H: -5.911 2.359 1.539
H: -4.656 0.779 0.084
N: 1.351 -1.267 0.670
C: 2.084 -2.104 -0.291
C: 2.844 -3.188 0.474
C: 1.957 -3.981 1.456
C: 1.069 -5.152 0.987
N: -0.018 -4.959 0.028
C: -1.067 -4.129 0.108
N: -1.423 -3.416 1.183
N: -1.873 -4.018 -0.963
C: 1.150 -2.668 -1.382
O: 1.549 -3.684 -1.991
O: 0.066 -2.067 -1.538
H: 1.971 -0.642 1.181
H: 0.907 -1.824 1.396
H: 2.792 -1.470 -0.832
H: 3.627 -2.711 1.072
H: 3.334 -3.842 -0.249
H: 1.368 -3.271 2.042
H: 2.627 -4.441 2.191
H: 0.667 -5.642 1.879
H: 1.714 -5.884 0.501
H: 0.275 -5.116 -0.938
H: -0.807 -3.420 1.979
H: -1.801 -2.453 0.823
H: -1.392 -4.158 -1.844
H: -2.329 -3.090 -0.948
C: -1.429 -0.398 3.141
O: -0.329 -0.298 2.283
H: -1.068 -0.341 4.175
H: -1.989 -1.335 3.024
H: -2.145 0.420 2.991
O: -1.788 -1.414 0.559

Atomic partial charges in e from the natural (NBO) method, atoms 1 to 4: number 1, Re, carries 1.836; number 2, O, carries -0.681; number 3, C, carries 0.339; number 4, C, carries -0.274



Entry 5:
Density functional theory data (ωB97M-V with the def2-TZVPD basis set) for a molecular structure, C4H5O2Tl in a non-equilibrium geometry.

For the HOMO energy (alpha / beta), the calculation gives -12.34 / -14.68 eV. The value obtained for the energy above the lowest of the compared OMol25 structures with the same formula, charge and spin is 432.2 kJ/mol. For the gap between HOMO and LUMO (alpha / beta), the calculation gives 7.541 / 9.733 eV. The value obtained for the molar mass is 289.46 Da. The spin multiplicity is 2. The net charge is +1.

Cartesian coordinates (Å):
H: 2.880 -0.880 -1.311
O: 1.455 0.944 0.704
C: -0.838 0.834 0.771
C: -1.421 -0.149 0.268
C: 0.277 1.563 1.100
C: -1.547 -1.292 -0.647
O: -0.341 -1.471 -1.278
Tl: 1.274 -0.589 -0.784
H: 2.249 1.417 0.981
H: -1.949 -2.184 -0.131
H: 0.358 2.546 1.556
H: -2.397 -0.739 -1.228

Atomic partial charges in e from the Mulliken method, atoms 1 to 4: number 1, H, carries -0.010; number 2, O, carries -0.404; number 3, C, carries -0.153; number 4, C, carries -0.044



Entry 6:
Density functional theory data (ωB97M-V with the def2-TZVPD basis set) for a molecular structure, H24HeO12.

For the HOMO energy, the calculation gives -10.15 eV. The value obtained for the energy above the lowest of the compared OMol25 structures with the same formula, charge and spin is 73.5 kJ/mol. For the gap between HOMO and LUMO, the calculation gives 9.612 eV. The value obtained for the molar mass is 220.18 Da. The net charge is 0.

Cartesian coordinates (Å):
He: 15.923 -14.361 -16.378
O: 18.337 -12.228 -13.941
H: 18.964 -11.549 -13.690
H: 18.611 -12.494 -14.819
O: 15.810 -14.631 -13.636
H: 15.327 -13.951 -14.105
H: 16.198 -14.177 -12.888
O: 14.523 -17.540 -16.931
H: 15.128 -16.958 -17.390
H: 14.011 -17.951 -17.627
O: 20.131 -13.448 -16.509
H: 20.742 -13.995 -16.016
H: 19.494 -14.064 -16.870
O: 12.090 -16.263 -16.240
H: 13.001 -16.528 -16.111
H: 12.105 -15.308 -16.169
O: 12.667 -13.253 -17.207
H: 13.198 -13.257 -18.003
H: 11.998 -12.588 -17.368
O: 14.860 -13.652 -18.971
H: 14.722 -13.352 -19.869
H: 15.323 -14.485 -19.064
O: 16.095 -11.546 -17.563
H: 15.742 -12.304 -18.031
H: 16.372 -10.945 -18.254
O: 16.056 -10.784 -15.011
H: 16.310 -10.891 -15.928
H: 16.779 -11.168 -14.515
O: 13.901 -12.932 -14.862
H: 13.572 -12.895 -15.760
H: 14.650 -12.337 -14.856
O: 18.120 -16.294 -14.153
H: 17.747 -16.951 -13.565
H: 17.402 -15.682 -14.316
O: 16.822 -16.051 -18.577
H: 17.282 -16.792 -18.971
H: 17.451 -15.330 -18.616

Atomic partial charges in e from the natural (NBO) method, atoms 1 to 4: number 1, He, carries 0.001; number 2, O, carries -0.952; number 3, H, carries 0.475; number 4, H, carries 0.490



Entry 7:
Density functional theory data (ωB97M-V with the def2-TZVPD basis set) for 5 unconnected molecules or ions with the total composition C22H38ClNO11 in a non-equilibrium geometry.

For the HOMO energy, the calculation gives -9.03 eV. The SMILES is NCCC1=C(Cl)C(=O)OC1=O.CCOC(C)=O.CCOC(C)=O.CCOC(C)=O.CCOC(C)=O. For the gap between HOMO and LUMO, the calculation gives 8.332 eV. The value obtained for the molar mass is 528.00 Da. The net charge is 0.

Cartesian coordinates (Å):
N: 1.079 -1.548 1.792
C: -0.246 -1.399 2.515
C: -1.300 -0.884 1.409
C: -2.828 -0.994 1.849
C: -3.705 -2.100 2.032
Cl: -3.260 -3.835 1.729
C: -5.114 -1.515 2.547
O: -6.262 -1.982 2.514
O: -4.680 -0.262 3.154
C: -3.757 0.260 2.193
O: -3.744 1.426 1.713
H: 1.711 -2.175 2.324
H: 1.525 -0.616 1.682
H: -0.050 -0.646 3.362
H: -0.554 -2.402 3.005
H: -1.098 -1.477 0.454
H: -1.099 0.232 1.200
O: 0.192 -0.839 -1.951
C: 1.335 -0.851 -2.353
O: 2.000 -2.014 -2.463
C: 3.276 -2.158 -3.108
C: 4.406 -1.854 -2.149
C: 2.062 0.432 -2.644
H: 3.327 -1.560 -4.020
H: 3.344 -3.204 -3.423
H: 4.369 -0.821 -1.797
H: 5.374 -2.021 -2.628
H: 4.338 -2.491 -1.263
H: 2.472 0.830 -1.715
H: 1.345 1.147 -3.055
H: 2.853 0.333 -3.384
O: -3.989 6.723 2.574
C: -4.922 6.124 2.087
O: -6.180 6.573 2.262
C: -7.326 6.055 1.571
C: -7.891 4.846 2.285
C: -4.708 4.824 1.363
H: -7.096 5.853 0.523
H: -8.071 6.856 1.573
H: -7.172 4.025 2.318
H: -8.797 4.492 1.786
H: -8.136 5.094 3.321
H: -4.664 4.011 2.090
H: -3.757 4.880 0.830
H: -5.466 4.608 0.613
O: 4.019 0.057 -5.420
C: 3.626 0.556 -6.453
O: 3.692 1.888 -6.626
C: 3.441 2.555 -7.872
C: 1.962 2.824 -8.057
C: 2.975 -0.285 -7.515
H: 3.874 2.003 -8.709
H: 3.976 3.508 -7.822
H: 1.386 1.897 -8.099
H: 1.784 3.383 -8.980
H: 1.571 3.402 -7.216
H: 1.921 -0.421 -7.268
H: 3.469 -1.259 -7.532
H: 3.070 0.122 -8.519
O: 3.047 -3.539 3.129
C: 2.915 -3.714 4.322
O: 3.918 -4.248 5.040
C: 3.941 -4.314 6.474
C: 3.220 -5.549 6.972
C: 1.605 -3.431 5.003
H: 3.553 -3.395 6.917
H: 4.995 -4.373 6.760
H: 2.164 -5.539 6.695
H: 3.291 -5.624 8.060
H: 3.654 -6.449 6.530
H: 0.944 -4.290 4.880
H: 1.151 -2.558 4.527
H: 1.701 -3.186 6.058

Atomic partial charges in e from the Mulliken method, atoms 1 to 4: number 1, N, carries -0.380; number 2, C, carries -0.374; number 3, C, carries -0.466; number 4, C, carries 0.213